Entry 1:
{
  "formula": "C7H5NO7Ru",
  "method": "the ωB97M-V functional and the def2-TZVPD basis",
  "homo_energy_ev": [-16.87, -24.73],
  "multiplicity": 6,
  "total_charge": 3,
  "s_squared": 8.774,
  "e_lumo_ev": [-12.338, -16.965],
  "fmax_ev_per_a": 11.5,
  "symbols": ["O", "C", "Ru", "O", "C", "C", "O", "C", "O", "C", "O", "N", "C", "C", "O", "O", "H", "H", "H", "H", "H"],
  "xyz": [[2.77508, 0.47336, -3.97970], [2.07481, 0.31046, -3.07418], [0.87342, 0.04096, -1.50636], [1.57806, 2.89684, -0.37206], [1.31565, 1.85290, -0.77642], [0.38180, -1.80049, -2.07847], [0.12869, -2.86566, -2.43883], [2.37296, -0.74950, -0.41632], [3.27653, -1.22363, 0.12034], [-0.70844, 0.76518, -2.45060], [-1.63927, 1.18177, -2.99665], [-2.29405, 0.18546, 2.11090], [-1.00676, -0.45909, 2.50837], [-0.02967, -0.09250, 1.40694], [1.13194, 0.24937, 1.66832], [-0.58949, -0.19125, 0.24058], [-2.17851, 1.20635, 2.09838], [-3.04682, -0.02838, 2.77105], [-2.56257, -0.12198, 1.15657], [-0.69029, -0.08793, 3.48151], [-1.16307, -1.54221, 2.52664]],
  "atomic_forces_ev_per_a": [[-2.85, -0.62, 3.98], [6.71, 1.52, -9.19], [-2.48, -0.89, 4.12], [-0.69, -2.46, -0.83], [1.06, 3.88, 1.19], [-1.13, -5.16, -1.96], [0.71, 3.46, 1.34], [3.67, -1.70, 1.50], [-2.45, 1.14, -1.13], [-4.70, 2.38, -3.20], [3.17, -1.52, 2.08], [0.13, 0.20, -0.36], [-0.11, 0.31, 1.03], [-3.24, -1.19, -2.07], [0.64, 0.23, 0.38], [1.95, 0.53, 2.22], [-0.35, 0.02, 0.04], [-0.19, -0.16, 0.17], [-0.12, 0.15, 0.54], [-0.08, -0.12, 0.15], [0.35, 0.00, 0.00]],
  "lowdin_spin": [0.12, 0.21, 2.36, 0.15, 0.16, 0.11, 0.12, 0.16, 0.17, 0.12, 0.13, 0.01, 0.06, 0.08, 0.79, 0.25, 0.00, 0.00, 0.00, 0.00, 0.00]
}

---

Entry 2:
{
  "formula": "C7H5NOPS",
  "method": "the ωB97M-V functional and the def2-TZVPD basis",
  "homo_energy_ev": -2.71,
  "total_charge": -1,
  "e_lumo_ev": 3.066,
  "fmax_ev_per_a": 5.4,
  "symbols": ["H", "P", "C", "C", "C", "O", "N", "C", "S", "C", "C", "C", "H", "H", "H", "H"],
  "xyz": [[1.90102, -2.34618, 1.02863], [1.40325, -2.00156, -0.23382], [0.57722, -0.62986, 0.30516], [0.40487, -0.00479, 1.64635], [-0.49069, 1.23606, 1.48745], [-0.78787, 1.97056, 2.40070], [-0.85590, 1.33108, 0.17704], [-1.66956, 2.17013, -0.58993], [-2.50585, 3.48798, -0.00209], [-1.61679, 1.66216, -1.89318], [-0.77970, 0.54189, -1.93109], [-0.32931, 0.35339, -0.65274], [-0.08677, -0.68429, 2.35000], [1.35018, 0.30137, 2.10083], [-2.16616, 2.07825, -2.71631], [-0.52631, -0.06080, -2.78282]],
  "atomic_forces_ev_per_a": [[0.23, -0.17, 0.48], [-0.29, 0.39, -0.26], [-2.37, 2.28, -3.29], [-0.12, 0.10, 0.19], [0.14, 0.26, 1.08], [0.09, -0.27, -0.28], [-0.32, 0.12, -0.95], [-0.21, 0.21, -0.09], [-0.50, 0.76, 0.32], [-0.04, 0.07, 0.08], [0.30, -0.32, 0.35], [3.10, -3.50, 2.63], [0.06, 0.06, -0.04], [-0.04, -0.01, -0.03], [-0.05, 0.15, -0.06], [0.03, -0.13, -0.12]],
  "nbo_charge": [-0.07, 0.23, -0.31, -0.57, 0.72, -0.56, -0.45, 0.02, -0.39, -0.35, -0.25, 0.06, 0.24, 0.24, 0.21, 0.21]
}

---

Entry 3:
{
  "formula": "C7H5O4S",
  "method": "the ωB97M-V functional and the def2-TZVPD basis",
  "homo_energy_ev": [-1.57, -5.25],
  "multiplicity": 3,
  "total_charge": -1,
  "s_squared": 2.023,
  "e_lumo_ev": [3.701, 2.596],
  "fmax_ev_per_a": 4.4,
  "symbols": ["C", "C", "C", "C", "C", "C", "C", "O", "O", "O", "O", "S", "H", "H", "H", "H", "H"],
  "xyz": [[-1.05514, 0.48490, -0.49520], [-1.00912, -0.89080, -0.56719], [0.09915, 1.23322, -0.36924], [0.20445, -1.51891, -0.43739], [1.28975, 0.61567, -0.11422], [1.38950, -0.76750, -0.09942], [2.55502, 1.23872, 0.05294], [4.75918, -0.60626, 0.99256], [4.17255, -0.22725, -1.36746], [2.60810, -1.36452, 0.10090], [2.96704, 2.34485, -0.00231], [3.77951, -0.21394, 0.03606], [-2.07935, 0.98832, -0.59987], [-1.97117, -1.34110, -0.80257], [0.07888, 2.34068, -0.36989], [0.39787, -2.64052, -0.63036], [2.73262, 0.65552, 2.21010]],
  "atomic_forces_ev_per_a": [[-1.41, 1.76, -0.32], [-1.25, 0.23, -0.31], [-2.20, 2.00, 0.20], [3.89, -2.02, 0.50], [3.51, -0.13, 0.49], [-3.58, -2.40, -1.09], [-1.52, -3.10, -0.04], [0.47, 0.13, 0.92], [0.57, 0.05, 0.78], [-0.45, 0.02, 0.42], [1.37, 3.84, 0.16], [-0.81, -0.21, -3.09], [1.69, -0.61, 0.09], [0.48, -0.63, 0.12], [-0.05, -0.80, -0.04], [-0.66, 1.83, 0.51], [-0.02, 0.04, 0.69]],
  "lowdin_spin": [0.00, 0.13, 0.11, 0.02, 0.11, 0.10, 0.33, 0.05, 0.04, 0.03, 0.27, 0.08, 0.00, 0.01, 0.01, 0.00, 0.72]
}

---

Entry 4:
{
  "formula": "C7H5O5S5Sc",
  "method": "the ωB97M-V functional and the def2-TZVPD basis",
  "homo_energy_ev": -7.90,
  "e_above_lowest_kcal_mol": 2.3,
  "e_lumo_ev": -0.451,
  "fmax_ev_per_a": 0.7,
  "symbols": ["Sc", "O", "C", "O", "C", "O", "C", "C", "O", "O", "H", "H", "H", "H", "H", "S", "C", "S", "C", "C", "S", "S", "S"],
  "xyz": [[0.67712, -0.23579, -0.51578], [-2.47700, -2.04415, -2.71176], [-1.68088, -1.17162, -2.14148], [-0.46509, -1.25175, -2.17326], [-2.41008, -0.07960, -1.40361], [-1.44632, 0.86356, -0.99321], [-1.81936, 1.55407, 0.22074], [-1.36850, 0.74273, 1.44736], [-1.91349, 0.90347, 2.50850], [-0.37201, -0.05727, 1.17986], [-1.94436, -2.73809, -3.14226], [-2.92574, -0.53451, -0.55041], [-3.16162, 0.36827, -2.05901], [-2.89140, 1.74190, 0.24598], [-1.29080, 2.50672, 0.20888], [4.48209, 0.40270, 4.22086], [3.84426, 0.16541, 2.74036], [3.37842, -1.38874, 2.12479], [2.84143, -0.88039, 0.53407], [2.91807, 0.46540, 0.28874], [2.35083, 1.33863, -1.13271], [3.53324, 1.44444, 1.60818], [2.14120, -2.11541, -0.50481]],
  "atomic_forces_ev_per_a": [[-0.67, -0.03, -0.02], [0.05, -0.07, -0.20], [-0.15, 0.00, 0.11], [0.01, 0.02, 0.17], [0.08, -0.03, -0.06], [0.11, 0.03, 0.00], [0.03, -0.01, 0.04], [-0.01, 0.01, 0.00], [0.01, 0.02, -0.06], [0.03, -0.02, 0.00], [-0.06, 0.11, 0.08], [0.02, -0.04, 0.00], [0.01, 0.00, 0.01], [0.00, -0.01, -0.01], [0.01, -0.02, -0.02], [0.02, 0.00, 0.00], [-0.03, -0.01, -0.05], [-0.02, 0.02, 0.02], [-0.03, -0.12, -0.13], [-0.01, 0.04, -0.13], [0.25, 0.16, 0.06], [-0.01, -0.02, 0.03], [0.39, -0.04, 0.14]],
  "nbo_charge": [1.30, -0.62, 0.82, -0.60, -0.19, -0.53, -0.20, 0.76, -0.58, -0.79, 0.52, 0.24, 0.23, 0.21, 0.23, -0.02, -0.58, 0.49, -0.43, -0.44, -0.17, 0.48, -0.14]
}

---

Entry 5:
{
  "formula": "C7H6",
  "method": "the ωB97M-V functional and the def2-TZVPD basis",
  "homo_energy_ev": -8.82,
  "e_above_lowest_kcal_mol": 76.9,
  "e_lumo_ev": 0.600,
  "fmax_ev_per_a": 4.4,
  "symbols": ["C", "C", "C", "C", "C", "C", "C", "H", "H", "H", "H", "H", "H"],
  "xyz": [[4.18126, -0.24804, -0.24495], [2.99896, -0.03335, 0.00279], [1.55412, 0.32961, 0.13469], [0.21697, -0.31491, -0.01095], [-1.02732, -0.24961, -0.06103], [-2.37199, -0.67886, 0.10675], [-3.35083, 0.17832, -0.22405], [5.18027, -0.53728, -0.07252], [1.59226, 1.31392, -0.38234], [1.29526, 0.76175, 1.19819], [-2.66917, -1.72175, 0.41579], [-4.33664, 0.00626, -0.13415], [-3.26315, 1.19392, -0.72822]],
  "atomic_forces_ev_per_a": [[-3.00, 0.43, 1.25], [0.63, -1.53, -0.64], [-0.17, 2.86, 2.29], [-1.87, 0.75, -1.19], [3.86, -2.06, 0.63], [-1.61, 0.55, -0.68], [2.52, 1.81, -1.14], [0.54, 0.00, -0.36], [-0.74, -0.62, -0.26], [1.47, -0.80, -1.35], [0.82, 1.29, -0.07], [-3.29, -1.36, 0.58], [0.84, -1.32, 0.94]],
  "nbo_charge": [-0.24, 0.01, -0.57, 0.04, -0.04, -0.28, -0.33, 0.24, 0.27, 0.27, 0.24, 0.18, 0.20]
}